Computed, not measured: a cluster of 2 separate species, C2H2N2Si in total in a non-equilibrium geometry, with wB97M-V/def2-TZVPD.

Geometry as XYZ:
```
7
C2H2N2Si wB97M-V/def2-TZVPD
C 0.6045 -1.2726 -1.1476
C -0.8118 0.3797 2.0957
N 0.5922 -2.2963 -1.6924
N -0.9334 0.5651 3.2017
Si 0.1718 0.4367 -0.6475
H -0.9428 0.7232 -1.4568
H 1.3197 1.4642 -0.3530
```

The LUMO energy comes out at -2.647 eV. Its energy above the lowest of the compared OMol25 structures with the same formula, charge and spin is 73.8 kcal/mol. As for the net charge: 0. The total energy comes out at -12959.836 eV.

Population analysis type Mulliken, resulting atomic charges in e: 0.2333 -0.2038 -0.2831 -0.3192 0.5232 0.0059 0.0437